1.
{
  "formula": "C9H20As2CsF12N",
  "method": "ωB97M-V/def2-TZVPD",
  "species": ["Cs", "C", "C", "C", "C", "N", "C", "C", "C", "C", "C", "H", "H", "H", "H", "H", "H", "H", "H", "H", "H", "H", "H", "H", "H", "H", "H", "H", "H", "H", "H", "As", "F", "F", "F", "F", "F", "F", "As", "F", "F", "F", "F", "F", "F"],
  "coordinates": [[-12.701, -1.757, 11.442], [-9.053, -0.885, 10.690], [-8.580, -1.417, 12.079], [-8.344, -2.958, 12.191], [-7.670, -3.234, 13.594], [-7.289, -4.749, 13.810], [-8.599, -5.505, 13.622], [-8.417, -6.789, 14.526], [-7.155, -6.563, 15.424], [-6.932, -5.002, 15.304], [-6.187, -5.337, 12.910], [-8.726, -1.596, 9.931], [-8.640, 0.109, 10.519], [-10.116, -0.833, 10.451], [-9.192, -1.097, 12.922], [-7.602, -0.949, 12.190], [-7.630, -3.300, 11.442], [-9.292, -3.485, 12.088], [-8.430, -2.939, 14.318], [-6.679, -2.786, 13.671], [-8.610, -5.711, 12.552], [-9.509, -4.969, 13.894], [-8.273, -7.699, 13.944], [-9.302, -6.954, 15.140], [-6.234, -7.084, 15.165], [-7.374, -6.830, 16.457], [-5.895, -4.697, 15.445], [-7.538, -4.411, 15.991], [-5.225, -4.860, 13.098], [-6.412, -5.016, 11.893], [-6.136, -6.423, 12.983], [-16.934, -1.882, 12.836], [-16.950, -3.171, 14.080], [-16.387, -3.050, 11.580], [-16.831, -0.632, 11.575], [-17.344, -0.713, 14.112], [-15.142, -1.597, 13.175], [-18.687, -2.125, 12.393], [-12.418, 2.364, 11.913], [-12.499, 1.624, 10.306], [-10.859, 3.203, 11.563], [-12.391, 3.015, 13.632], [-14.055, 1.691, 12.296], [-11.727, 0.792, 12.619], [-13.293, 3.851, 11.398]],
  "forces_ev_per_angstrom": [[-0.9232, 0.5936, 0.2811], [-0.0863, -0.8455, 0.1664], [0.2996, -0.2811, -0.6474], [0.9226, 0.6922, 0.9061], [0.3516, -1.1522, -1.8809], [-1.6422, 0.8449, 1.5118], [1.3319, -2.0837, 0.1414], [0.5415, 0.0155, -0.3200], [-0.6460, 1.8213, 0.2730], [0.5975, -1.3422, -0.9169], [-0.7878, 1.4055, -0.2414], [0.6067, 0.2232, -0.2000], [-0.0681, -0.1809, -0.1112], [-0.1271, 0.2074, 0.7423], [-0.1605, 0.2112, -0.1206], [0.0501, 0.0186, 0.3750], [-0.2905, 0.0998, -0.3900], [0.1051, -0.1554, 0.0401], [0.6730, -0.2279, 0.5902], [-0.4602, 0.7830, 0.1665], [-0.4196, -0.2482, 0.1329], [0.5444, 0.4592, 0.1609], [-0.1645, 0.1345, -0.1839], [0.0823, 0.1389, -0.0522], [-0.3118, -0.1146, -0.3695], [0.0408, 0.0915, -0.0427], [-0.0292, -0.0410, -0.0362], [-0.3750, -0.0488, -0.4691], [-0.1125, -0.1374, 0.6286], [-0.2906, -0.3921, -0.0164], [-0.1663, 0.2813, 0.1616], [-0.6265, 0.4371, -0.1617], [0.0235, 1.0127, -1.3796], [-0.3907, 0.5370, 1.0423], [-0.0206, -0.8337, 1.1697], [0.3766, -1.0376, -1.3768], [-1.1287, -0.3812, -0.2358], [2.3354, 0.0402, 0.7548], [-2.3754, 2.1170, 2.3581], [0.5241, 0.1964, 1.0375], [-1.4663, -1.7024, 0.3447], [0.4381, -0.8945, -2.2201], [1.9213, 0.1288, -0.6197], [0.0464, 1.2049, -1.1379], [1.2573, -1.5952, 0.1449]],
  "mulliken_charge": [1.067, -1.040, -0.485, -0.257, -0.827, 0.146, -0.708, -0.595, -0.703, -0.556, -0.871, 0.382, 0.299, 0.055, 0.403, 0.274, 0.256, 0.301, 0.337, 0.390, 0.426, 0.425, 0.302, 0.356, 0.335, 0.396, 0.442, 0.412, 0.349, 0.317, 0.387, 1.985, -0.490, -0.516, -0.459, -0.470, -0.555, -0.512, 1.986, -0.476, -0.483, -0.503, -0.475, -0.551, -0.493],
  "gap_ev": 9.563,
  "homo_energy_ev": -11.14,
  "charge": 0
}

---

2.
{
  "formula": "C50H47N8O2P2RhSSb",
  "method": "ωB97M-V/def2-TZVPD",
  "species": ["Rh", "N", "N", "C", "N", "N", "N", "O", "O", "H", "H", "H", "H", "H", "N", "P", "C", "C", "C", "C", "C", "C", "C", "C", "C", "C", "C", "C", "P", "C", "C", "C", "C", "C", "C", "C", "C", "C", "C", "C", "C", "H", "H", "H", "H", "H", "H", "H", "H", "H", "H", "H", "H", "H", "H", "H", "H", "H", "H", "H", "H", "H", "N", "C", "N", "C", "C", "C", "C", "C", "C", "H", "H", "H", "H", "H", "H", "S", "Sb", "C", "C", "C", "C", "C", "C", "C", "C", "C", "C", "C", "C", "C", "C", "C", "C", "C", "C", "H", "H", "H", "H", "H", "H", "H", "H", "H", "H", "H", "H", "H", "H", "H"],
  "coordinates": [[0.697, 0.590, 0.572], [3.025, 0.416, 1.433], [3.991, 0.342, 0.433], [3.633, 0.179, -0.853], [4.621, 0.173, -1.736], [2.305, 0.076, -1.080], [1.926, -0.048, -2.406], [2.737, -0.145, -3.308], [0.726, -0.050, -2.594], [3.167, 1.252, 1.992], [3.094, -0.396, 2.040], [4.965, 0.436, 0.679], [5.579, 0.269, -1.441], [4.400, 0.026, -2.709], [-0.517, 0.619, 3.273], [-0.221, 1.843, 2.153], [-1.417, 3.139, 2.320], [-1.274, 4.262, 1.497], [-2.081, 5.365, 1.707], [-3.032, 5.344, 2.722], [-3.183, 4.222, 3.525], [-2.384, 3.105, 3.325], [1.326, 2.604, 2.692], [2.076, 3.355, 1.775], [3.228, 4.006, 2.193], [3.636, 3.910, 3.520], [2.885, 3.180, 4.432], [1.724, 2.533, 4.026], [0.172, -0.739, 2.491], [1.481, -1.378, 3.532], [2.460, -2.198, 2.961], [3.450, -2.759, 3.755], [3.468, -2.495, 5.120], [2.489, -1.692, 5.692], [1.493, -1.135, 4.904], [-1.113, -1.982, 2.516], [-0.748, -3.296, 2.216], [-1.698, -4.301, 2.248], [-3.015, -4.002, 2.580], [-3.385, -2.697, 2.863], [-2.439, -1.683, 2.816], [-1.445, 0.502, 3.662], [-0.526, 4.284, 0.713], [-1.967, 6.244, 1.086], [-3.662, 6.208, 2.887], [-3.923, 4.212, 4.314], [-2.516, 2.251, 3.976], [1.755, 3.446, 0.746], [3.797, 4.601, 1.490], [4.528, 4.427, 3.849], [3.193, 3.130, 5.468], [1.131, 1.980, 4.743], [2.433, -2.424, 1.896], [4.198, -3.406, 3.317], [4.244, -2.922, 5.740], [2.496, -1.509, 6.759], [0.723, -0.524, 5.360], [0.279, -3.541, 1.970], [-1.411, -5.322, 2.033], [-3.754, -4.791, 2.620], [-4.409, -2.465, 3.123], [-2.770, -0.669, 3.007], [-1.160, 3.056, -2.227], [-1.003, 2.393, -1.080], [0.270, 2.221, -0.762], [0.994, 2.843, -1.799], [2.364, 3.064, -1.956], [2.776, 3.754, -3.077], [1.855, 4.232, -4.027], [0.499, 4.056, -3.863], [0.100, 3.358, -2.727], [-2.042, 3.312, -2.639], [-1.838, 2.044, -0.494], [3.079, 2.729, -1.217], [3.830, 3.946, -3.228], [2.219, 4.773, -4.889], [-0.214, 4.460, -4.568], [-1.127, -0.696, -0.149], [-1.348, -1.796, -2.244], [-2.962, -2.933, -1.590], [-4.050, -2.250, -1.041], [-5.148, -2.969, -0.593], [-5.159, -4.354, -0.682], [-4.076, -5.031, -1.225], [-2.973, -4.325, -1.686], [0.252, -2.997, -2.762], [1.084, -2.655, -3.828], [2.070, -3.545, -4.232], [2.228, -4.759, -3.577], [1.417, -5.085, -2.498], [0.423, -4.210, -2.088], [-1.999, -0.567, -3.772], [-1.701, -0.863, -5.101], [-2.214, -0.051, -6.105], [-3.030, 1.025, -5.785], [-3.339, 1.302, -4.458], [-2.819, 0.510, -3.446], [-4.057, -1.169, -0.976], [-6.003, -2.445, -0.184], [-6.024, -4.910, -0.343], [-4.095, -6.109, -1.309], [-2.161, -4.863, -2.154], [0.977, -1.709, -4.341], [2.707, -3.293, -5.069], [2.985, -5.457, -3.912], [1.553, -6.027, -1.982], [-0.198, -4.469, -1.240], [-1.096, -1.719, -5.368], [-1.986, -0.269, -7.139], [-3.443, 1.640, -6.573], [-4.005, 2.124, -4.221], [-3.061, 0.721, -2.409]],
  "forces_ev_per_angstrom": [[-0.1359, -0.6192, -0.2089], [-0.2111, 0.5179, 0.0417], [-0.0754, 0.0733, -0.0044], [0.1031, 0.0348, 0.0122], [0.0180, -0.0368, 0.0593], [0.2261, -0.5194, -0.5118], [0.1969, 0.0521, 0.3803], [-0.3079, -0.0142, -0.1274], [-0.0855, 0.2940, -0.0381], [0.1313, 0.1003, -0.0070], [-0.0287, -0.0234, 0.0200], [0.0021, -0.0388, 0.0294], [0.0077, -0.0018, 0.0476], [0.0685, 0.0073, 0.0351], [-0.3199, -0.0273, -0.1018], [0.9719, -0.3804, 0.7193], [-0.4206, -0.1799, -0.5529], [-0.0310, 0.1006, 0.1033], [-0.0300, -0.0532, 0.0095], [-0.0295, -0.0015, -0.0016], [-0.0200, -0.0123, -0.0012], [-0.0293, 0.1348, -0.0458], [-0.0670, 0.4352, -0.0080], [-0.0243, 0.1382, 0.1461], [-0.0266, -0.0733, 0.0088], [-0.0021, 0.0191, 0.0283], [0.0013, 0.0012, -0.0014], [0.0672, -0.0692, -0.0636], [0.2603, 0.0264, -0.3200], [0.1287, -0.0569, 0.1401], [-0.0409, -0.1450, 0.0500], [-0.0467, 0.0276, -0.0109], [-0.0061, 0.0266, 0.0289], [0.0105, -0.0228, -0.0137], [0.0231, 0.0022, -0.0109], [-0.0358, -0.2242, 0.0360], [-0.0272, -0.0313, 0.0934], [0.0049, 0.0232, -0.0311], [-0.0233, -0.0441, -0.0343], [0.0298, 0.0372, -0.0174], [-0.0354, -0.0681, 0.0290], [0.1291, 0.0718, 0.3838], [-0.0093, 0.0401, 0.1084], [-0.0108, -0.0034, 0.0078], [0.0163, -0.0019, 0.0110], [-0.0006, 0.0147, -0.0129], [0.0323, -0.0184, -0.0126], [0.0111, 0.0150, 0.0156], [-0.0053, -0.0104, 0.0016], [-0.0081, -0.0189, -0.0072], [-0.0005, -0.0049, -0.0066], [0.0208, -0.0062, -0.0054], [0.0112, 0.0155, 0.0131], [-0.0015, 0.0139, -0.0014], [-0.0212, -0.0157, -0.0023], [0.0075, 0.0079, -0.0159], [0.0208, 0.0148, -0.0171], [-0.0196, -0.0047, 0.0363], [-0.0057, 0.0077, -0.0011], [0.0116, 0.0003, 0.0036], [0.0040, -0.0016, -0.0163], [-0.0181, -0.0089, -0.0207], [0.0570, 0.1462, 0.0076], [0.0961, -0.0447, -0.1280], [0.0117, 0.0566, -0.7013], [0.2397, 0.0055, 0.5103], [-0.0263, -0.0558, -0.0283], [-0.0316, 0.0098, -0.0777], [0.0967, 0.0151, 0.0321], [-0.0103, -0.0031, 0.0465], [-0.2598, 0.1168, -0.0928], [-0.0037, -0.0381, -0.0226], [0.0203, -0.0409, -0.0383], [0.0275, 0.0054, 0.0373], [-0.0160, 0.0000, -0.0003], [0.0084, -0.0095, 0.0076], [0.0008, -0.0324, -0.0021], [-0.5980, 0.5425, 0.0991], [0.2498, 0.2459, 0.3415], [-0.1654, -0.2180, 0.1428], [-0.0027, -0.1810, -0.0279], [0.0057, 0.0712, -0.0036], [-0.0162, -0.0276, 0.0174], [0.0142, -0.0029, -0.0214], [-0.1441, 0.1307, -0.0565], [0.1886, -0.3763, -0.1012], [-0.0219, -0.2145, -0.0277], [-0.0250, 0.0293, -0.0065], [0.0086, -0.0084, 0.0037], [0.0136, 0.0089, 0.0185], [0.1329, 0.1500, -0.0160], [-0.0872, 0.2169, -0.2774], [-0.1077, 0.1123, 0.0441], [0.0065, -0.0394, 0.0154], [0.0012, 0.0158, 0.0053], [-0.0127, 0.0029, -0.0003], [0.0302, -0.0554, -0.0873], [0.0170, 0.0152, 0.0257], [0.0040, -0.0049, -0.0087], [0.0165, 0.0130, 0.0053], [-0.0083, 0.0095, -0.0146], [0.0482, -0.0149, 0.0106], [-0.0327, -0.0482, -0.0366], [-0.0029, 0.0006, 0.0106], [0.0022, 0.0163, 0.0136], [-0.0078, 0.0073, -0.0130], [-0.0477, -0.0017, 0.0103], [0.0117, 0.0094, 0.0125], [-0.0136, -0.0075, 0.0069], [0.0107, -0.0035, 0.0047], [-0.0051, -0.0178, -0.0047], [-0.0286, -0.0220, -0.0025]],
  "mulliken_charge": [-0.729, 0.154, -0.485, 0.217, -0.356, 0.472, 0.666, -0.896, -0.313, 0.200, 0.247, 0.213, 0.156, 0.214, 0.325, 1.855, 1.388, -0.143, -1.116, -0.672, -0.924, -0.715, 0.600, -0.518, -0.763, -0.760, -0.943, -0.600, 0.860, 0.656, -0.613, -0.700, -0.733, -0.816, -0.887, 0.924, -0.684, -0.879, -0.600, -1.197, -0.071, 0.294, 0.353, 0.494, 0.440, 0.474, 0.396, 0.421, 0.544, 0.459, 0.501, 0.393, 0.559, 0.482, 0.455, 0.490, 0.445, 0.423, 0.471, 0.492, 0.455, 0.368, 0.380, -2.382, 2.491, -0.258, -0.083, -1.212, -0.774, -1.126, 0.644, 0.402, 0.609, 0.447, 0.496, 0.459, 0.535, -0.017, 1.167, 0.846, -0.378, -0.778, -0.639, -0.766, -0.678, 1.068, -0.581, -0.910, -0.650, -0.816, -0.876, 1.119, -0.613, -0.821, -0.717, -0.866, -0.617, 0.286, 0.482, 0.455, 0.468, 0.617, 0.638, 0.491, 0.441, 0.476, 0.644, 0.498, 0.482, 0.466, 0.593, 0.413],
  "gap_ev": 7.065,
  "relative_energy_ev": 1.871,
  "homo_energy_ev": -15.61,
  "charge": 3
}

---

3.
{
  "formula": "C10H12BrN2",
  "method": "ωB97M-V/def2-TZVPD",
  "species": ["C", "C", "C", "C", "C", "C", "C", "N", "C", "N", "C", "C", "Br", "H", "H", "H", "H", "H", "H", "H", "H", "H", "H", "H", "H"],
  "coordinates": [[-2.969, -0.743, -1.295], [-1.848, 0.113, -0.876], [-1.860, 1.539, -0.958], [-0.953, 2.395, -0.443], [0.278, 1.935, 0.048], [0.596, 0.647, 0.286], [-0.697, -0.427, -0.392], [-0.341, -1.754, -0.272], [0.763, -2.223, 0.238], [1.800, -1.498, 0.674], [1.862, -0.046, 0.720], [2.504, 0.445, 1.969], [3.264, 0.517, -0.864], [-4.000, -0.118, -1.223], [-2.877, -0.775, -2.452], [-3.124, -1.714, -0.934], [-2.808, 1.960, -1.436], [-1.085, 3.492, -0.351], [0.930, 2.670, 0.338], [-1.051, -2.476, -0.763], [0.904, -3.360, 0.328], [2.590, -2.101, 0.911], [3.509, -0.091, 2.207], [1.858, 0.065, 2.777], [2.754, 1.549, 1.764]],
  "forces_ev_per_angstrom": [[-2.8887, 3.4423, -3.8642], [1.9238, -0.3638, 1.0697], [-3.0696, 0.6824, -0.7938], [0.1909, 0.4975, -0.1352], [-0.3278, -1.5316, 0.9798], [-4.0099, -4.1988, -2.8166], [4.4603, 4.0287, 2.5393], [-2.9209, -2.8724, -1.7175], [1.2310, -1.4853, 0.1967], [-1.6563, -0.5015, -0.2803], [0.9563, 0.4209, -2.1012], [2.1790, -0.0888, 0.1964], [-0.7515, -0.5680, 0.9436], [2.3129, -1.5875, 0.2462], [-0.2380, -0.4282, 1.6300], [0.1125, -1.2005, 0.8429], [1.3521, -0.4783, 0.8603], [-0.2571, -0.9374, -0.6338], [1.8242, 1.7162, 0.7105], [2.2547, 1.9444, 1.7911], [-0.4034, 1.9462, -0.3976], [0.0392, 0.9689, 0.1735], [-1.5211, 0.9333, -0.8547], [-0.0344, 1.2444, 0.1566], [-0.7584, -1.5830, 1.2584]],
  "nbo_charge": [-0.665, -0.064, -0.149, -0.182, -0.180, -0.026, 0.177, -0.527, 0.384, -0.555, 0.194, -0.675, -0.108, 0.263, 0.252, 0.229, 0.235, 0.249, 0.227, 0.458, 0.251, 0.451, 0.248, 0.243, 0.272],
  "smiles": "Cc1cccc2c1[NH+]=CN[C@@]2(C)Br",
  "gap_ev": 8.069,
  "relative_energy_ev": 2.311,
  "homo_energy_ev": -12.19,
  "charge": 1
}